Entry 1:
Entry from the Open Molecules 2025 dataset: C3H5AgLiO4 as an isolated structure at a distorted geometry (the ωB97M-V functional and the def2-TZVPD basis).

Cartesian coordinates (Å):
1 O 0.6195 -0.3004 1.4228
2 C -0.6513 0.4245 1.7786
3 C 0.8644 -0.5870 0.2202
4 O -0.7637 0.5154 2.9837
5 O -1.3446 0.7170 0.8231
6 C 2.0666 -1.3362 -0.1158
7 Ag -3.7575 1.7938 0.4671
8 H 0.1658 -0.2287 -0.5444
9 H 1.8112 -1.9122 -1.0258
10 H 2.4973 -1.8489 0.7502
11 H 2.7879 -0.5747 -0.4671
12 Li 0.0325 0.1991 4.6078
13 O -0.7710 -3.1843 0.0533
14 H -0.2932 -4.0156 0.2396

Properties
LUMO energy (alpha / beta) in eV: -8.663 / -8.663
Spin multiplicity: 2
E_HOMO (alpha / beta) in eV: -18.709 / -17.824
Charge: +2
Relative energy (zero: lowest compared OMol25 entry of this formula, charge and spin) in kJ/mol: 3.80
Frontier orbital gap (alpha / beta) in hartree: 0.369 / 0.337

---

Entry 2:
Entry from the Open Molecules 2025 dataset: a 2-piece molecular cluster, C2H9N3O overall at a distorted geometry (the ωB97M-V functional and the def2-TZVPD basis).

Cartesian coordinates (Å):
1 H -0.1409 -2.2349 -0.2920
2 N -0.5878 -1.3805 -0.5904
3 C 0.2352 -0.4667 -0.9482
4 N 0.2969 0.1377 -2.1970
5 N 1.3131 -0.1166 -0.1435
6 C 1.0891 0.0694 1.2794
7 H 1.1526 0.0294 -2.7150
8 H -0.5250 -0.0063 -2.7615
9 H 1.8414 0.6395 -0.5538
10 H 0.2670 0.7520 1.5007
11 H 2.0267 0.4881 1.6485
12 H 0.9345 -0.8686 1.8074
13 O -2.6150 1.3318 1.0689
14 H -2.4458 1.2178 2.0146
15 H -2.8422 0.4080 0.8820

Properties
LUMO energy in eV: 0.873
SMILES: [H]/N=C(/N)NC.O
E_HOMO in eV: -8.276
Relative energy (zero: lowest compared OMol25 entry of this formula, charge and spin) in kJ/mol: 160.56
Frontier orbital gap in hartree: 0.336

---

Entry 3:
Entry from the Open Molecules 2025 dataset: one molecule with the formula C5H8O2 at a distorted geometry (the ωB97M-V functional and the def2-TZVPD basis).

Cartesian coordinates (Å):
1 C -1.8837 -0.2598 -0.1940
2 C -0.7368 0.7067 0.0227
3 O -0.2898 0.6968 1.4185
4 C 1.0602 0.5857 1.0486
5 C 1.1521 -1.0071 0.2541
6 C 0.7238 0.3033 -0.3235
7 O 1.4871 0.8034 -1.3595
8 H -1.4382 -1.2490 -0.3302
9 H -2.5447 -0.3296 0.6801
10 H -2.4976 -0.0118 -1.0653
11 H -0.8649 1.7191 -0.3700
12 H 1.7307 1.1904 1.6518
13 H 1.4796 -1.6812 -0.5517
14 H 0.7151 -1.6364 0.9999
15 H 1.8003 0.1024 -1.9423

Properties
LUMO energy in eV: 0.829
SMILES: C[C@H]1O[C@H]2C[C@]21O
E_HOMO in eV: -8.252
Relative energy (zero: lowest compared OMol25 entry of this formula, charge and spin) in kJ/mol: 460.17
Frontier orbital gap in hartree: 0.334

---

Entry 4:
Entry from the Open Molecules 2025 dataset: one molecule with the formula C4H9NOS at a distorted geometry (the ωB97M-V functional and the def2-TZVPD basis).

Cartesian coordinates (Å):
1 C 1.7186 0.0417 1.5192
2 N 0.3436 -0.2346 1.1484
3 C 0.0678 -0.0384 -0.2620
4 C -0.3770 1.4015 -0.5549
5 O -0.9454 2.0530 0.2777
6 C -1.0050 -1.0630 -0.6778
7 S -1.4594 -0.8020 -2.4639
8 H 2.1186 1.0020 1.1568
9 H 1.8292 -0.0134 2.6008
10 H 2.3788 -0.7217 1.0996
11 H -0.2915 0.3732 1.6524
12 H 0.9372 -0.3089 -0.8667
13 H -0.0921 1.7464 -1.5612
14 H -0.5654 -2.0438 -0.6265
15 H -1.9198 -0.9319 -0.1377
16 H -2.7383 -0.4601 -2.3044

Properties
LUMO energy in eV: 0.792
SMILES: CN[C@H](C=O)CS
E_HOMO in eV: -8.997
Relative energy (zero: lowest compared OMol25 entry of this formula, charge and spin) in kJ/mol: 158.23
Frontier orbital gap in hartree: 0.360

---

Entry 5:
Entry from the Open Molecules 2025 dataset: C46H37BrLiN3O2Sb as an isolated structure at a distorted geometry (the ωB97M-V functional and the def2-TZVPD basis).

Cartesian coordinates (Å):
1 Li -1.9833 1.6853 -1.8000
2 C -2.8598 3.6194 1.7609
3 C -2.3511 3.2376 0.4834
4 N -2.7899 2.1860 -0.0939
5 C -3.8239 1.4522 0.4009
6 C -4.4997 1.8424 1.6659
7 C -3.9366 2.9907 2.2506
8 C -5.4444 1.0412 2.2145
9 C -5.7774 -0.0999 1.5024
10 C -5.1519 -0.5021 0.3096
11 C -4.2223 0.3029 -0.3285
12 N -3.4457 0.1096 -1.4548
13 C -3.4251 -0.9803 -2.2002
14 C -3.8647 -2.2673 -1.9546
15 C -3.7048 -3.3067 -2.8772
16 C -3.0452 -3.0838 -4.1021
17 C -2.6085 -1.7737 -4.3970
18 C -1.8219 -1.4164 -5.5499
19 C -1.4430 -0.1456 -5.8575
20 C -1.6031 0.8339 -4.8142
21 N -2.1890 0.5372 -3.6922
22 C -2.7205 -0.7378 -3.4883
23 H -2.3861 4.3712 2.3203
24 H -1.4954 3.7710 0.0365
25 H -4.3327 3.3379 3.2129
26 H -5.9452 1.2598 3.1455
27 H -6.5678 -0.6991 2.0554
28 H -5.4711 -1.5085 -0.0801
29 H -4.2275 -2.6000 -0.9724
30 H -4.2422 -4.2343 -2.5932
31 H -2.9907 -3.7941 -4.9183
32 H -1.6216 -2.2813 -6.2162
33 H -0.9073 0.1965 -6.7738
34 H -1.2090 1.7686 -5.0033
35 Br 1.4824 3.6230 -4.4705
36 C 1.9393 1.7673 -4.1114
37 C 3.0911 1.3384 -4.8238
38 C 3.4506 -0.0027 -4.6583
39 C 2.6640 -0.7814 -3.7422
40 C 1.6175 -0.2968 -3.0418
41 C 1.2370 1.0513 -3.1780
42 C 0.2266 1.5780 -2.1967
43 O -0.4329 2.6468 -2.3926
44 O 0.0099 0.9318 -1.1379
45 H 3.4347 1.9309 -5.6197
46 H 4.3596 -0.4344 -5.1126
47 H 3.0257 -1.7740 -3.4710
48 H 0.9746 -0.8372 -2.3492
49 C 2.5787 -1.7275 3.7820
50 C 3.0438 -0.2756 3.9102
51 C 3.7369 -0.0139 5.0595
52 C 4.3774 1.1961 5.3239
53 C 4.3580 2.1225 4.2553
54 C 3.6729 1.8636 3.0744
55 C 2.8765 0.6876 2.9484
56 Sb 1.6806 0.9447 1.1273
57 C -0.2220 0.2101 1.8691
58 C -1.0121 -0.6585 1.0949
59 C -2.0513 -1.4259 1.6310
60 C -2.4270 -1.1541 2.9687
61 C -1.8121 -0.1328 3.6820
62 C -0.7397 0.6463 3.1346
63 C -0.2334 1.6494 4.0316
64 C 2.5727 -0.8546 0.3377
65 C 2.0142 -2.1696 0.2997
66 C 2.8019 -3.3277 -0.0578
67 C 4.0693 -3.1130 -0.4790
68 C 4.6483 -1.9295 -0.4554
69 C 3.9213 -0.7286 -0.0752
70 C 4.7337 0.5145 -0.1882
71 H 1.5031 -1.6494 3.8446
72 H 2.8355 -2.2676 4.6622
73 H 2.9888 -2.1947 2.8329
74 H 3.7608 -0.7147 5.7768
75 H 4.8622 1.4322 6.2888
76 H 4.9680 3.0966 4.3884
77 H 3.6385 2.6417 2.2682
78 H -0.6883 -0.9911 0.1197
79 H -2.7115 -2.0458 0.9585
80 H -3.2213 -1.6551 3.5253
81 H -2.1429 0.1391 4.7451
82 H -0.9891 2.1484 4.7446
83 H 0.2423 2.4211 3.3437
84 H 0.5656 1.2975 4.5961
85 H 1.1093 -2.4092 0.9083
86 H 2.2063 -4.2782 0.0385
87 H 4.6968 -3.9301 -0.8850
88 H 5.6743 -1.6902 -0.7432
89 H 5.4718 0.3654 -0.9745
90 H 5.3656 0.7048 0.6837
91 H 4.3033 1.4025 -0.2826

Properties
LUMO energy in eV: 2.518
E_HOMO in eV: -3.713
Charge: -1
Relative energy (zero: lowest compared OMol25 entry of this formula, charge and spin) in kJ/mol: 269.33
Frontier orbital gap in hartree: 0.229

---

Entry 6:
Entry from the Open Molecules 2025 dataset: C12H19N2 as an isolated structure at a distorted geometry (the ωB97M-V functional and the def2-TZVPD basis).

Cartesian coordinates (Å):
1 C -2.1426 -2.9614 -0.9483
2 C -2.5861 -1.8998 -0.1297
3 C -0.8465 -3.0989 -1.4292
4 C -1.6170 -0.9417 0.1832
5 C 0.0275 -2.0679 -1.1714
6 C -0.3107 -0.9701 -0.4194
7 C -0.1074 1.5407 -1.3511
8 C 2.3984 1.0300 1.1610
9 C 0.9986 -0.5685 2.2061
10 C 0.0384 1.8198 1.7385
11 C 0.5645 0.1310 -0.2388
12 C 0.9762 0.6172 1.1572
13 N -1.0999 1.2027 -2.0858
14 N 0.5841 2.6031 -1.6765
15 H -2.8977 -3.6705 -1.2466
16 H -3.5857 -1.9691 0.1681
17 H -0.6307 -3.8151 -2.1216
18 H -2.0626 -0.1793 0.7680
19 H 1.0908 -2.0118 -1.6525
20 H 2.6603 1.9629 0.6272
21 H 2.6601 1.0501 2.2505
22 H 3.0413 0.2915 0.7136
23 H 0.0266 -1.1374 2.1186
24 H 1.8104 -1.3631 2.0370
25 H 1.2642 -0.1155 3.2257
26 H 0.7809 2.3046 2.2586
27 H -0.7375 1.4296 2.2964
28 H -0.3108 2.3850 0.8669
29 H 1.6038 -0.0667 -0.6496
30 H -1.8124 0.5021 -2.1839
31 H -1.2569 1.8426 -2.9359
32 H 1.1710 3.0889 -1.0019
33 H 0.3076 3.0348 -2.5347

Properties
LUMO energy in eV: -3.462
E_HOMO in eV: -12.566
Charge: +1
Relative energy (zero: lowest compared OMol25 entry of this formula, charge and spin) in kJ/mol: 313.71
Frontier orbital gap in hartree: 0.335

---

Entry 7:
Entry from the Open Molecules 2025 dataset: C31H43BN7O2S3Sr as an isolated structure (the ωB97M-V functional and the def2-TZVPD basis).

Cartesian coordinates (Å):
1 Sr -0.2860 -2.6841 2.9045
2 C -3.9584 0.0813 2.6282
3 C -2.5859 0.3208 2.1001
4 C -1.9002 1.4599 2.3546
5 C -0.5640 1.6163 1.8899
6 N 0.0148 0.6927 1.1948
7 N -0.6511 -0.4597 0.9192
8 B 0.1470 -1.3144 -0.1086
9 N 1.4930 -0.6878 -0.3947
10 N 1.5229 -0.0093 -1.5552
11 C 2.6100 0.6213 -1.8776
12 C 3.7486 0.5878 -1.0272
13 C 3.7230 -0.0965 0.1446
14 C 4.8901 -0.1533 1.0718
15 C 2.4993 -0.7669 0.4914
16 S 2.3490 -1.5857 1.9730
17 C 2.6164 1.4069 -3.1768
18 C 3.7586 0.8972 -4.0656
19 C 2.8365 2.8887 -2.8434
20 C 1.2887 1.2465 -3.9161
21 N -0.7007 -1.6501 -1.3538
22 N -1.4477 -0.8889 -2.1252
23 C -2.1110 -1.5178 -3.0700
24 C -2.0074 -2.9256 -3.2299
25 C -1.2481 -3.7028 -2.3934
26 C -1.1246 -5.1879 -2.4741
27 C -0.5892 -2.9679 -1.4004
28 S 0.4655 -3.3139 -0.0527
29 C -2.9785 -0.6924 -4.0022
30 C -3.0027 0.7717 -3.5665
31 C -2.3947 -0.7936 -5.4187
32 C -4.4094 -1.2481 -3.9839
33 C -1.9236 -0.7079 1.3376
34 S -2.6605 -2.2104 1.0703
35 C 0.2426 2.8630 2.2055
36 C 1.6411 2.7758 1.5969
37 C -0.4909 4.0837 1.6336
38 C 0.3615 2.9863 3.7307
39 H -4.3381 0.9751 3.1188
40 H -4.6390 -0.2170 1.8310
41 H -3.9307 -0.7370 3.3497
42 H -2.3583 2.2473 2.9382
43 H 4.6446 1.1197 -1.3198
44 H 5.7359 0.3929 0.6592
45 H 4.6251 0.2694 2.0421
46 H 5.1814 -1.1878 1.2566
47 H 4.7345 1.0315 -3.5967
48 H 3.6323 -0.1623 -4.2953
49 H 3.7667 1.4500 -5.0056
50 H 3.7832 3.0563 -2.3270
51 H 2.8547 3.4738 -3.7637
52 H 2.0309 3.2708 -2.2131
53 H 1.1057 0.2030 -4.1770
54 H 0.4522 1.5885 -3.3058
55 H 1.3153 1.8334 -4.8351
56 H -2.5611 -3.3964 -4.0321
57 H -1.6840 -5.5820 -3.3194
58 H -0.0786 -5.4803 -2.5787
59 H -1.5024 -5.6486 -1.5596
60 H -2.0044 1.2083 -3.5790
61 H -3.6360 1.3366 -4.2510
62 H -3.4042 0.8789 -2.5583
63 H -1.3773 -0.3993 -5.4497
64 H -2.3766 -1.8229 -5.7820
65 H -3.0060 -0.2107 -6.1083
66 H -4.8308 -1.2139 -2.9777
67 H -5.0399 -0.6434 -4.6361
68 H -4.4615 -2.2767 -4.3435
69 H 1.5942 2.6830 0.5104
70 H 2.1972 3.6812 1.8435
71 H 2.1881 1.9154 1.9863
72 H -0.5890 4.0066 0.5491
73 H -1.4888 4.1983 2.0601
74 H 0.0710 4.9902 1.8611
75 H 0.8700 2.1164 4.1517
76 H 0.9422 3.8747 3.9818
77 H -0.6127 3.0815 4.2131
78 O 2.1883 -3.1650 6.5633
79 C 1.2581 -2.4141 6.4238
80 C 0.7890 -1.3803 7.4494
81 C -0.3996 -0.6991 6.7769
82 C -0.4791 -1.4118 5.4466
83 O -1.3162 -1.1481 4.5405
84 N 0.4435 -2.3623 5.2933
85 H 1.6153 -0.7068 7.6716
86 H 0.5344 -1.8963 8.3739
87 H -0.2694 0.3698 6.6051
88 H -1.3444 -0.8250 7.3063

Properties
LUMO energy in eV: -3.201
E_HOMO in eV: -11.139
Charge: +1
Frontier orbital gap in hartree: 0.292

---

Entry 8:
Entry from the Open Molecules 2025 dataset: C15H19BBrMgN8SSbSe4 as an isolated structure at a distorted geometry (the ωB97M-V functional and the def2-TZVPD basis).

Cartesian coordinates (Å):
1 Mg -0.6670 -0.2323 -0.3694
2 Se -5.8294 -0.6190 -3.4104
3 Sb -4.4894 -0.0920 -1.4238
4 Se -4.0702 2.3634 -1.3934
5 Se -2.2092 -1.3896 -1.8015
6 Se -5.4334 -0.8120 0.7231
7 B 1.7294 -0.6234 2.1326
8 N 0.2456 -0.3804 2.4524
9 C -0.2353 -0.2502 3.6954
10 C -1.6149 -0.1703 3.6300
11 C -1.8960 -0.2631 2.2716
12 N -0.7672 -0.4029 1.5942
13 N 2.1210 -0.3454 0.6700
14 C 3.3808 -0.3993 0.2281
15 C 3.3837 -0.1107 -1.1253
16 C 2.0439 0.1098 -1.4195
17 N 1.3153 -0.0350 -0.3252
18 H 2.3782 0.1068 2.8346
19 H 1.9857 -1.7841 2.3572
20 H 0.4238 -0.2329 4.5439
21 H -2.3194 -0.0616 4.4305
22 H -2.8476 -0.2455 1.7696
23 H 4.1947 -0.6360 0.8873
24 H 4.2151 -0.0887 -1.8011
25 H 1.5840 0.3713 -2.3537
26 C 1.4374 4.9051 0.7420
27 C 0.0031 5.0366 0.2363
28 C -0.3902 3.8370 -0.5503
29 N -0.3921 2.6287 -0.1399
30 N -0.7540 1.7379 -1.0576
31 C -1.0591 2.2474 -2.2198
32 N -1.3084 1.5474 -3.3316
33 S -0.8567 3.9876 -2.2476
34 H 1.7226 5.7848 1.3139
35 H 2.1254 4.7907 -0.0925
36 H 1.5223 4.0286 1.3752
37 H -0.0959 5.9175 -0.4004
38 H -0.6806 5.1464 1.0805
39 H -1.5653 0.5667 -3.1790
40 H -1.8526 2.0111 -4.0461
41 Br 1.2362 -2.6578 -3.2404
42 C 0.7775 -3.5567 -1.6402
43 C 0.8093 -4.9437 -1.6296
44 C 0.4937 -5.5754 -0.4381
45 C 0.1791 -4.7992 0.6697
46 C 0.1658 -3.4211 0.5314
47 N 0.4685 -2.8110 -0.6049
48 H 1.0598 -5.4984 -2.5195
49 H 0.4771 -6.6571 -0.3782
50 H -0.0497 -5.2580 1.6206
51 H -0.0969 -2.7696 1.3507

Properties
LUMO energy in eV: 3.943
E_HOMO in eV: -0.772
Charge: -2
Frontier orbital gap in hartree: 0.173

---

M? In order: 219.88 91.11 100.12 119.19 872.43 191.30 740.36 896.06 g mol⁻¹.